# 1
75
Properties=species:S:1:pos:R:3:forces:R:3 method="wB97M-V/def2-TZVPD" e_homo_ev="-14.04 / -14.03" spin_multiplicity=3 orbital_gap_ev="6.89 / 7.36" charge=+2
C -4.180 3.081 2.980 0.1 -0.1 0.0
H -1.504 5.628 -1.466 0.2 -0.1 0.2
H 5.201 -0.771 -2.461 -0.3 0.0 -0.1
C 0.203 6.135 -0.243 0.2 -0.2 0.4
C 4.236 -0.842 -2.966 -0.1 0.1 0.1
F 1.047 -2.851 2.449 -1.0 1.4 -0.4
C 0.757 1.790 3.064 -0.1 0.0 0.1
C 1.873 0.939 2.933 -0.4 0.3 0.3
H 1.945 6.301 1.020 -0.1 -0.1 -0.1
H -0.426 1.597 -1.605 0.9 -0.1 0.0
H 3.138 -5.851 -0.658 -0.4 0.2 0.0
C -4.761 1.853 3.323 0.5 0.2 -0.2
H 1.261 -6.947 0.560 0.0 0.3 0.0
P 0.401 -1.848 -1.938 -0.3 -0.6 0.0
C 3.091 -1.168 -2.234 -0.1 -0.1 -0.3
Pr -0.009 -0.604 0.616 0.0 0.2 -0.2
H -5.771 1.823 3.736 0.3 0.0 -0.2
H -4.493 -0.288 3.359 0.2 0.3 -0.1
F -0.168 -1.642 3.849 0.0 0.0 -2.2
H -0.375 3.094 4.362 0.5 -0.2 0.1
C -0.104 -2.006 2.500 0.1 -3.5 3.3
C 1.967 -4.142 -1.257 -0.4 0.3 0.1
C 1.426 2.327 5.331 -0.1 0.0 -0.1
C -3.227 -2.252 -4.762 0.6 -0.3 -0.1
C 0.978 4.392 1.272 -0.5 0.1 -0.1
H 1.735 3.994 1.955 -0.4 0.3 -0.1
H 0.752 -0.882 -4.708 0.5 -0.3 0.0
H -2.327 -0.661 -1.870 0.0 -0.2 -0.4
H -1.273 -3.550 -0.283 0.3 -0.4 -0.2
C -3.315 -1.438 -3.639 -0.3 0.3 0.4
C -0.318 -4.085 -0.421 0.2 0.2 0.0
C -2.875 3.140 2.482 0.2 -0.4 0.0
P -0.417 1.996 1.676 0.0 0.2 0.4
H 2.792 -3.620 -1.754 -0.3 -0.5 0.0
C 2.902 -0.647 -4.973 0.0 0.1 0.2
C 2.159 -5.367 -0.616 0.0 0.0 0.0
H -2.176 -0.237 2.491 -0.3 0.4 0.3
H -1.732 3.332 -0.536 0.0 0.4 0.3
H 0.306 7.140 -0.657 0.0 -0.4 0.1
H -4.746 4.006 3.095 0.1 -0.3 0.0
H -2.429 4.091 2.171 -0.3 -0.3 0.3
C -2.052 -2.983 -4.996 0.2 0.3 0.5
C 1.852 -1.337 -2.896 0.3 0.9 -0.2
C -2.117 1.957 2.343 -0.5 0.2 -0.1
H 5.056 -0.397 -4.923 -0.4 -0.1 0.2
C -0.819 5.294 -0.686 -0.2 -0.3 0.0
C -0.971 -2.889 -4.106 -0.4 0.1 -0.3
F -1.165 -2.958 2.354 1.0 1.6 -0.2
C -4.035 0.676 3.128 0.1 -0.3 -0.1
H 3.240 1.389 6.043 -0.2 -0.1 -0.3
H 2.827 -0.430 -6.038 0.0 0.0 0.3
C -1.049 -2.025 -3.006 -0.4 0.1 -0.1
C 1.113 5.671 0.715 -0.1 -0.2 -0.2
H -4.236 -0.877 -3.458 0.3 -0.2 0.0
H 2.091 0.411 1.973 0.1 0.4 0.6
C 2.749 0.790 4.019 0.2 -0.3 -0.3
C -2.247 -1.319 -2.747 0.6 -0.3 -0.4
H 1.254 2.874 6.257 0.1 -0.2 -0.2
C -0.105 -5.308 0.225 -0.2 0.1 0.0
H -0.899 -5.735 0.843 0.3 0.2 -0.3
C -0.143 3.607 0.928 0.5 0.4 -0.8
C -0.981 4.021 -0.132 0.3 0.2 0.3
C 0.700 -3.516 -1.218 0.6 -0.1 0.5
H -0.054 -3.462 -4.278 -0.4 0.2 0.0
H 3.158 -1.287 -1.144 0.1 -0.2 -0.4
H -1.962 -3.612 -5.872 -0.1 0.0 0.1
C 4.154 -0.616 -4.344 -0.4 -0.2 0.1
H -4.059 -2.329 -5.465 0.3 0.1 0.3
C 1.742 -0.948 -4.247 0.3 -0.4 0.3
C 2.543 1.487 5.210 -0.4 0.2 -0.4
C 1.115 -5.973 0.095 0.0 0.4 -0.2
C 0.526 2.472 4.277 0.1 -0.3 -0.3
H 0.346 1.553 -1.599 -0.8 0.0 0.0
H 3.606 0.120 3.929 -0.3 0.2 0.0
C -2.724 0.717 2.635 0.0 0.3 -0.1

***

# 2
73
Properties=species:S:1:pos:R:3:forces:R:3 method="wB97M-V/def2-TZVPD" e_homo_ev="-4.57 / -4.54" spin_multiplicity=2 orbital_gap_ev="7.14 / 7.11" charge=-1
C 0.434 -3.258 3.125 -0.1 0.0 0.2
C -0.121 1.185 -5.075 0.0 0.0 0.0
C 0.095 2.545 -5.253 0.0 0.0 0.0
C -0.840 -0.582 5.468 0.0 -0.1 -0.1
C 1.238 -1.781 -1.352 -0.1 0.1 -0.1
H -1.817 2.192 1.672 0.0 0.0 0.0
C -4.515 3.801 -0.578 0.0 0.0 0.0
C 0.004 0.820 0.268 0.6 -0.2 -0.7
Si 2.155 -0.349 -0.519 0.4 -0.1 -0.1
C 3.814 -1.143 0.021 0.0 0.0 0.0
C 0.817 -1.095 2.154 -0.2 -0.3 0.3
C 0.940 -2.462 2.064 -0.2 0.2 0.1
I 2.642 2.769 1.811 0.2 0.1 -0.3
C -0.262 1.520 4.320 0.0 0.1 0.0
C 2.674 0.836 -1.898 -0.1 0.1 0.0
H 1.914 -2.318 -2.025 0.0 0.0 0.0
C -3.474 3.550 1.574 0.0 0.0 0.0
C -3.619 2.886 -1.114 0.0 0.0 0.0
C 5.933 -2.165 -0.619 0.0 0.0 0.0
C -0.287 -1.332 4.398 0.0 0.2 -0.1
H 0.385 -1.431 -1.944 0.1 0.0 0.0
H -3.410 3.808 2.624 0.0 0.0 0.0
C 0.225 -0.566 3.339 0.5 -0.1 -0.9
C -0.173 -2.733 4.247 0.1 -0.2 -0.1
C -2.268 -0.785 -1.154 0.0 -0.1 0.0
H 3.019 0.296 -2.787 0.0 0.0 0.0
C -0.821 0.791 5.408 0.0 0.0 0.0
H -3.984 -4.260 -1.251 0.0 0.0 0.0
C -2.642 2.293 -0.314 0.0 0.0 0.0
C -3.507 -3.287 -1.222 0.0 0.0 0.0
C -2.075 -1.701 -0.119 0.0 0.0 0.0
Mn 1.175 0.718 1.346 -1.1 0.3 1.6
C 5.391 -1.921 1.703 0.0 0.0 0.0
H 6.615 -2.485 -1.399 0.0 0.0 0.0
H 0.079 0.492 -5.884 0.0 0.0 0.0
H -5.140 4.848 1.189 0.0 0.0 0.0
H -0.547 -3.395 5.022 0.0 0.0 0.0
C -3.709 -2.384 -2.257 0.0 0.0 0.0
H 1.846 1.483 -2.200 0.0 0.0 0.0
H 5.646 -2.047 2.749 0.0 0.0 0.0
H -3.678 2.642 -2.171 0.0 0.0 0.0
C -2.691 -2.945 -0.152 0.0 0.0 0.0
H -0.256 2.607 4.367 0.0 0.0 0.0
H 0.531 -4.337 3.047 0.0 0.0 0.0
C 6.269 -2.346 0.717 0.0 0.0 0.0
C -0.837 1.582 -2.799 0.1 0.0 0.0
H -0.815 3.645 -2.185 0.0 0.0 0.0
C 4.723 -1.571 -0.953 -0.1 0.0 0.0
H -5.268 4.257 -1.212 0.0 0.0 0.0
C -0.161 3.427 -4.212 0.0 0.0 0.0
H -2.523 -3.645 0.658 0.0 0.0 0.0
H 3.483 1.480 -1.544 0.0 0.0 0.0
C -4.443 4.133 0.769 0.0 0.0 0.0
C -2.578 2.635 1.036 0.0 0.0 0.0
H -0.741 -0.356 -3.729 0.0 0.0 0.0
H -1.423 -1.452 0.713 0.0 0.0 0.0
C -0.625 2.947 -2.995 0.0 0.0 0.0
H -3.256 -0.442 -3.037 0.0 0.0 0.0
Ge -1.415 0.960 -1.044 -0.2 0.1 0.2
H -1.267 -1.090 6.327 0.0 0.0 0.0
C -3.092 -1.139 -2.221 0.0 0.0 0.0
H -1.243 1.349 6.238 0.0 0.0 0.0
C 4.183 -1.327 1.355 0.0 0.0 0.0
H 1.414 -2.951 1.223 0.0 0.0 0.0
H 0.844 -2.485 -0.619 0.0 0.0 -0.1
H -4.344 -2.649 -3.093 0.0 0.0 0.0
H 7.213 -2.807 0.985 0.0 0.0 0.0
H 3.517 -0.996 2.142 0.0 0.0 0.0
C -0.583 0.710 -3.855 0.0 0.0 0.0
H 0.010 4.488 -4.343 0.0 0.0 0.0
H 0.464 2.917 -6.202 0.0 0.0 0.0
H 4.483 -1.436 -2.004 0.0 0.0 0.0
C 0.278 0.842 3.258 0.1 -0.2 -0.2

***

# 3
82
Properties=species:S:1:pos:R:3:forces:R:3 method="wB97M-V/def2-TZVPD" e_homo_ev=-7.29 orbital_gap_ev=6.76 e_above_lowest_kj_mol=76.76 charge=0
H 5.468 -4.208 -0.513 0.0 0.0 0.0
C 0.949 -2.018 -4.939 0.0 0.0 0.1
H -2.386 -1.410 0.459 -0.1 0.0 0.0
C -2.382 2.005 0.149 0.0 0.1 0.1
S 4.887 1.775 -0.819 0.0 0.2 -0.2
C -2.928 3.243 2.118 -0.2 0.1 0.0
H -0.065 5.401 2.777 0.0 0.0 0.0
C 3.339 -4.023 -0.729 0.0 0.0 0.2
N -1.167 1.728 0.638 0.2 -0.4 -0.4
H -2.246 8.992 -0.817 0.0 0.0 0.0
C -1.318 -7.145 -2.788 0.0 0.0 0.0
H -0.619 -3.066 1.130 -0.1 0.0 0.0
C 3.210 -4.754 1.947 0.0 0.0 -0.1
H 0.001 -3.750 -4.141 0.0 0.0 0.0
Sc 0.278 0.406 -0.632 1.0 0.7 0.6
C 3.262 1.403 -0.292 -0.2 0.2 -0.4
H 0.052 -5.664 -3.456 0.0 0.0 0.0
H 3.157 -5.032 2.992 0.0 0.0 0.0
H 3.413 -3.726 -1.769 0.0 0.0 0.0
H -4.259 2.969 0.455 0.0 0.0 0.0
H 1.095 -4.558 1.758 0.0 0.0 0.0
H -1.350 7.622 -1.471 0.0 0.0 0.0
N -2.375 5.372 4.231 0.0 0.0 0.0
C -0.815 2.197 1.832 0.1 0.1 -0.2
C -2.090 6.080 3.031 -0.1 -0.1 0.1
S 7.376 0.655 0.346 0.0 0.0 0.0
C 2.092 -4.113 -0.108 0.3 0.0 0.2
C -1.428 8.299 -0.618 0.0 0.0 0.1
H -2.619 1.606 -0.826 0.0 0.0 0.0
C -1.659 7.536 0.663 0.0 0.0 0.0
C -2.113 -6.933 -0.531 0.1 0.1 0.0
H -2.913 5.862 4.930 0.1 0.1 0.0
C -0.669 6.718 1.203 0.1 0.0 -0.1
C 0.590 -2.878 -3.906 0.0 0.2 0.0
S 1.664 -0.084 1.429 0.2 0.0 -0.2
C -0.867 6.005 2.374 0.1 0.0 0.0
C -0.578 -2.575 0.156 -0.5 0.2 0.0
H 0.292 6.641 0.704 0.0 0.0 0.0
C 5.742 0.762 0.282 0.1 0.0 0.0
C -2.863 7.621 1.351 -0.1 0.0 0.0
C -1.991 -2.105 -0.285 0.4 -0.1 0.3
C -1.742 4.272 4.763 -0.1 0.2 -0.1
S 4.673 -0.128 1.301 0.0 -0.2 0.3
C 2.046 -4.484 1.239 0.1 0.0 0.0
C 0.946 -2.599 -2.590 -0.1 0.2 -0.3
C 3.162 0.513 0.707 -0.2 -0.3 0.2
C 4.507 -4.292 -0.022 -0.1 0.0 0.0
C 1.656 -1.414 -2.343 0.2 -0.3 -0.1
H 5.354 -4.855 1.868 0.0 0.0 0.0
H -3.652 8.259 0.969 0.0 0.0 0.0
H 0.089 -1.727 0.356 -0.1 -0.1 0.1
C -0.573 -5.284 -1.426 -0.3 -0.4 -0.1
H -2.686 -8.515 -1.865 0.0 0.0 0.0
H 0.658 -2.255 -5.955 0.0 0.0 0.0
Ge 0.463 -3.702 -1.069 0.0 0.1 0.1
H -3.634 3.819 2.702 0.0 0.0 0.0
C -0.562 -5.991 -2.629 0.0 -0.1 0.1
H -4.040 6.966 3.025 0.0 0.0 0.0
C -1.878 -1.419 -1.624 0.6 0.5 0.1
C 4.444 -4.655 1.316 0.0 0.0 0.0
H -1.294 -7.680 -3.729 0.0 0.0 0.0
H -0.503 8.875 -0.575 0.0 0.0 0.0
C 2.036 -0.561 -3.372 -0.1 0.0 0.0
H 0.187 1.954 2.161 0.0 0.0 0.0
N -1.162 3.395 3.854 -0.1 -0.2 -0.1
C -1.662 2.966 2.612 0.2 0.2 0.4
H -0.500 2.783 4.309 -0.1 -0.1 0.0
C 1.671 -0.864 -4.676 0.0 0.0 -0.1
C -1.356 -5.776 -0.377 -0.1 -0.1 -0.2
H 2.056 -1.242 -1.345 0.1 0.1 0.3
H -1.388 -5.260 0.578 0.0 0.0 0.0
S 1.937 2.202 -1.137 -0.2 0.1 0.0
C -3.084 6.898 2.515 -0.1 0.0 -0.1
O -1.685 4.070 5.956 0.0 0.0 0.0
H -2.676 -2.942 -0.390 0.0 -0.1 0.0
H -2.714 -7.301 0.291 0.0 0.0 0.0
H 1.953 -0.201 -5.483 0.0 0.0 0.0
C -3.281 2.762 0.869 -0.1 0.1 0.0
O -1.273 -0.202 -1.556 -0.8 -1.0 -0.3
O -2.174 -1.953 -2.653 -0.3 0.1 -0.3
H 2.611 0.326 -3.153 0.0 0.0 0.0
C -2.097 -7.615 -1.740 0.0 0.0 0.0

***

no.,calculated total energy (eV)
1,-79670.669
2,-142702.227
3,-180898.968